Arrangement w

# C5H8O

The molecule C5H8O (wB97M-V/def2-TZVPD, OMol25).

The SMILES is C=CCCC=O. The value obtained for the molar mass is 84.12 Da. Its LUMO energy is 1.1 eV.

Each line ends with the Mulliken charge.
Element x y z (Å)
C: 1.4696 0.4995 -0.8069  -0.71
C: 1.0781 -0.6859 -0.3491  -0.19
C: -0.3753 -1.1030 -0.2693  -0.44
C: -1.2595 0.0997 0.1023  -0.58
C: -0.5473 0.9482 1.1353  -0.01
O: -0.5476 2.1537 1.1634  -0.50
H: 2.4990 0.8370 -0.7414  0.27
H: 0.7556 1.2105 -1.2186  0.24
H: 1.8108 -1.3749 0.0699  0.30
H: -0.4949 -1.9009 0.4734  0.32
H: -0.7036 -1.5339 -1.2222  0.30
H: -2.2100 -0.2352 0.5376  0.37
H: -1.4943 0.7286 -0.7621  0.28
H: 0.0194 0.3566 1.8879  0.35

Arrangement x

# C5H8O

The molecule C5H8O (wB97M-V/def2-TZVPD, OMol25).

The value obtained for the molar mass is 84.12 Da. Its LUMO energy is 0.9 eV.

Each line ends with the Mulliken charge.
Element x y z (Å)
C: 1.3603 -0.3946 -0.7332  -1.54
C: 0.0220 0.0317 -0.1566  1.66
C: -0.8890 -1.0772 0.4141  -1.37
C: -1.1058 0.6413 -1.0158  -0.68
O: -1.3407 1.5777 -0.0882  -0.18
C: -0.1034 1.3360 0.6346  -0.60
H: 1.2569 -1.3069 -1.3296  0.41
H: 2.1026 -0.5933 0.0514  0.33
H: 1.7721 0.3826 -1.3878  0.36
H: -0.4701 -2.0744 0.2770  0.38
H: -1.1731 -0.9109 1.4571  0.28
H: -1.8198 -1.0496 -0.1839  0.39
H: -0.2179 1.3246 1.7229  0.29
H: 0.6058 2.1131 0.3378  0.27

Arrangement y

# C5H8O

The molecule C5H8O (wB97M-V/def2-TZVPD, OMol25).

The SMILES is CC#CCOC. The value obtained for the molar mass is 84.12 Da. Its LUMO energy is 1.0 eV.

Each line ends with the Mulliken charge.
Element x y z (Å)
C: -0.9963 1.8146 1.2582  -1.09
C: -1.1291 0.9385 0.1019  0.45
C: -0.9343 0.1830 -0.8176  -0.21
C: -0.0820 -0.6881 -1.6449  -0.34
O: 1.2127 -0.7270 -1.0814  -0.36
C: 1.2632 -1.3028 0.2114  -0.73
H: -1.2444 2.8538 1.0326  0.30
H: -1.5652 1.4764 2.1271  0.29
H: 0.0668 1.7736 1.5151  0.25
H: 0.0410 -0.2639 -2.6439  0.28
H: -0.4957 -1.6998 -1.7464  0.32
H: 1.7471 -2.2875 0.1635  0.27
H: 1.8514 -0.6495 0.8695  0.22
H: 0.2648 -1.4213 0.6549  0.35

Energies relative to the most stable structure, in eV: arrangement w 0.000; arrangement x 2.508; arrangement y 1.558.

Arrangement w

# C3H12N2O2

A cluster of 3 separate species, C3H12N2O2 in total (wB97M-V/def2-TZVPD, OMol25).

The SMILES is CC/N=C\N.O.O. The value obtained for the molar mass is 108.14 Da. Its LUMO energy is 0.4 eV.

Each line ends with the Mulliken charge.
Element x y z (Å)
C: 1.8660 0.3617 -1.6070  -1.19
C: 0.9256 0.0711 -0.4384  -0.14
N: -0.4117 0.4385 -0.8305  -0.58
C: -1.4242 -0.2206 -0.4636  0.09
N: -1.5058 -0.9360 0.7454  -0.47
H: 1.3587 0.0386 -2.5160  0.32
H: 2.1413 1.4163 -1.7087  0.27
H: 2.8407 -0.1344 -1.5735  0.34
H: 1.0513 -0.9963 -0.2119  0.26
H: 1.2891 0.5550 0.4773  0.31
H: -2.3542 -0.1333 -1.0236  0.38
H: -0.7587 -1.6265 0.7971  0.18
H: -2.3607 -1.4742 0.8197  0.28
O: 0.5447 -2.8795 1.9436  -0.64
H: 0.7766 -3.6102 1.3632  0.31
H: 0.5660 -3.1865 2.8507  0.29
O: -0.3150 3.5326 0.0797  -0.68
H: -0.0664 2.6184 -0.1320  0.36
H: -0.9785 3.6769 -0.5999  0.31

Arrangement x

# C3H12N2O2

A cluster of 2 separate species, C3H12N2O2 in total (wB97M-V/def2-TZVPD, OMol25).

The SMILES is NCNCCO.O. The value obtained for the molar mass is 108.14 Da. Its LUMO energy is 0.5 eV.

Each line ends with the Mulliken charge.
Element x y z (Å)
N: -1.7406 -2.4072 -0.7744  -0.59
C: -1.2894 -1.7295 0.4926  -0.48
N: -1.4822 -0.3423 0.5663  -0.19
C: -0.6129 0.6662 -0.0011  -0.56
C: 0.7782 0.8771 0.6759  -0.32
O: 0.7402 0.2149 2.0263  -0.52
H: -1.1252 -3.1137 -0.9094  0.24
H: -1.5620 -1.7439 -1.5063  0.23
H: -0.2189 -1.8370 0.7527  0.29
H: -1.7944 -2.2535 1.3480  0.31
H: -2.4597 0.0735 0.5307  0.24
H: -1.1315 1.5897 0.1840  0.42
H: -0.3229 0.6762 -1.0408  0.14
H: 0.9731 1.9507 0.7991  0.41
H: 1.6541 0.4386 0.0799  0.08
H: 1.1284 0.9458 2.5656  0.31
O: 2.9082 2.2839 -2.4214  -0.65
H: 2.4751 2.1028 -3.3102  0.33
H: 2.5020 1.5439 -1.8805  0.31

Energies relative to the most stable structure, in eV: arrangement w 0.000; arrangement x 1.270.

Arrangement w

# C3H12N2O2

A cluster of 3 separate species, C3H12N2O2 in total (wB97M-V/def2-TZVPD, OMol25).

The SMILES is CC/N=C\N.O.O. The value obtained for the molar mass is 108.14 Da. Its LUMO energy is 0.6 eV.

Each line ends with the Mulliken charge.
Element x y z (Å)
C: -1.8265 1.7250 -0.9938  -1.00
C: -1.2388 0.7375 0.1194  -0.52
N: 0.1314 1.0845 0.4984  -0.41
C: 0.9547 0.3249 1.0701  0.05
N: 0.4978 -0.9251 1.3998  -0.40
H: -1.1819 2.4481 -1.4706  0.35
H: -2.4824 1.1782 -1.6879  0.28
H: -2.4336 2.5394 -0.4374  0.24
H: -1.8784 0.6371 0.9128  0.45
H: -1.2956 -0.3578 -0.1509  0.26
H: 1.7188 0.7827 1.7895  0.29
H: -0.4777 -1.2396 1.4841  0.18
H: 1.0550 -1.3597 2.1930  0.24
O: -0.0940 -4.0470 0.1936  -0.64
H: -0.4674 -4.2205 -0.6799  0.31
H: 0.9158 -4.1357 -0.0568  0.33
O: 2.5812 1.6609 -1.7202  -0.62
H: 2.2605 2.0482 -0.8598  0.34
H: 3.2612 1.1189 -1.6032  0.27

Arrangement x

# C3H12N2O2

A cluster of 2 separate species, C3H12N2O2 in total (wB97M-V/def2-TZVPD, OMol25).

The SMILES is [NH3+]CC[O-].NCO. The value obtained for the molar mass is 108.14 Da. Its LUMO energy is -0.7 eV.

Each line ends with the Mulliken charge.
Element x y z (Å)
N: -2.7872 -0.7911 -0.7842  -0.28
C: -1.7631 -0.7740 0.3384  -0.57
C: -0.4676 -1.4991 -0.0008  -0.44
O: 0.4700 -1.3999 0.9701  -0.78
H: -3.0445 -1.7965 -0.9783  0.36
H: -2.4444 -0.3887 -1.6358  0.33
H: -3.6240 -0.3150 -0.4639  0.36
H: -2.2282 -1.1545 1.2602  0.23
H: -1.4837 0.2883 0.4701  0.42
H: -0.7674 -2.5789 -0.2712  0.26
H: -0.1398 -0.9735 -0.9463  0.22
N: 2.2380 2.3091 -0.7977  -0.59
C: 1.9846 1.0991 -0.0895  -0.33
O: 0.7590 0.9727 0.6513  -0.62
H: 1.4725 2.4546 -1.4855  0.23
H: 2.2179 3.0977 -0.1472  0.25
H: 2.1110 0.2419 -0.8324  0.27
H: 2.7877 0.9928 0.7018  0.26
H: 0.6316 -0.0325 0.9426  0.42

Arrangement y

# C3H12N2O2

A structure of composition C3H12N2O2 (wB97M-V/def2-TZVPD, OMol25).

The value obtained for the molar mass is 108.14 Da. Its LUMO energy (spin up / spin down) is 0.8 / -0.5 eV.

Each line ends with the Mulliken charge.
Element x y z (Å)
C: -1.2035 0.9676 0.8470  -0.62
C: -2.1058 -1.0672 -1.4494  -0.84
N: -0.7923 -1.3485 -0.9603  -0.40
O: -0.5869 -0.2993 0.9249  -0.58
H: -0.8001 -2.2013 -0.4040  0.19
H: -0.6892 1.6287 0.1397  0.24
H: -2.2411 0.8417 0.5263  0.24
H: -1.2261 1.4426 1.8351  0.27
H: -2.9151 -1.2774 -0.7382  0.30
H: -2.1716 -0.0274 -1.7808  0.32
H: -2.3026 -1.6853 -2.3443  0.30
C: 2.8432 0.7382 0.9349  -0.73
N: 1.8140 -0.1253 0.4351  -0.17
O: 1.6339 0.1546 -0.9147  -0.34
H: 0.8532 -0.4118 -1.1529  0.44
H: 0.5279 -0.2160 0.8872  0.47
H: 2.9744 0.5247 1.9959  0.33
H: 2.5967 1.8039 0.8069  0.30
H: 3.7911 0.5574 0.4115  0.25

Arrangement z

# C3H12N2O2

A cluster of 3 separate species, C3H12N2O2 in total (wB97M-V/def2-TZVPD, OMol25).

The SMILES is C/C(N)=C/N.O.O. The value obtained for the molar mass is 108.14 Da. Its LUMO energy is 0.8 eV.

Each line ends with the Mulliken charge.
Element x y z (Å)
C: 0.1867 -1.6296 -0.0489  -1.41
C: -0.8883 -0.6271 0.1521  0.52
N: -2.0650 -0.8975 -0.6180  -0.51
C: -0.7765 0.5509 0.7986  -0.15
N: -1.6713 1.6264 0.7703  -0.47
H: -0.1996 -2.6524 -0.0526  0.37
H: 1.0433 -1.3658 0.5539  0.31
H: 0.4400 -1.5968 -1.1295  0.38
H: -2.7042 -0.1515 -0.7321  0.12
H: -1.8217 -1.4308 -1.4291  0.21
H: 0.0682 0.7388 1.4515  0.30
H: -1.2389 2.5254 0.7157  0.21
H: -2.5090 1.4432 0.2594  0.13
O: 0.4684 -1.2864 3.4052  -0.61
H: 0.7310 -1.9943 3.9877  0.30
H: -0.3863 -1.6159 3.0783  0.32
O: 3.4384 2.7189 -3.9556  -0.64
H: 3.8759 2.1436 -3.3100  0.32
H: 4.0091 3.5009 -3.8970  0.32

Energies relative to the most stable structure, in eV: arrangement w 1.449; arrangement x 2.122; arrangement y 4.677; arrangement z 0.000.